Record 1
C5H12NS2 | the ωB97M-V functional and the def2-TZVPD basis

```
20
Properties=species:S:1:pos:R:3:nbo_charge:R:1
C -0.38351 -0.86815 3.29629 0.067
C 0.06357 0.64378 -0.01653 -0.501
C 0.86433 0.26993 -2.58299 -0.592
C -0.95897 -0.86194 2.11245 -0.611
C 1.38237 1.64290 -2.91755 -0.628
N -0.93783 -0.07631 4.32055 -0.785
S 1.13936 -0.26555 -0.91012 0.636
S -1.33432 1.52396 -0.30022 0.322
H 0.30026 -1.52630 3.62585 0.206
H 0.11264 0.29227 1.02637 0.313
H -0.21391 0.37907 -2.75789 0.236
H -1.80047 -0.12671 1.86508 0.199
H -0.82179 -1.69955 1.43404 0.226
H 1.42139 -0.44064 -3.21984 0.276
H 2.17548 1.66095 -3.76145 0.260
H 2.01875 1.78516 -1.93792 0.209
H 0.71128 2.45624 -2.94414 0.231
H -1.76934 0.37584 4.22936 0.383
H -0.50887 -0.00322 5.18847 0.392
H -1.59803 1.40959 -1.66180 0.161
```

Summary:
- total charge = +1
- energy relative to the best compared isomer or geometry (same formula, charge and spin) (kcal per mole) = 86.0


Record 2
CHNO5S | the ωB97M-V functional and the def2-TZVPD basis

```
9
Properties=species:S:1:pos:R:3:nbo_charge:R:1
C 1.25372 0.02458 -0.51242 0.749
N 0.91912 1.01061 0.24544 0.164
O 2.37102 -0.07085 -0.91930 -0.524
O 0.32296 -1.13483 -0.53077 -0.707
O 0.77441 2.18341 0.24387 -0.204
O -1.91355 -0.66261 -0.40562 -0.939
O -0.24409 0.01457 1.42001 -0.855
S -0.71574 -1.14228 0.64310 1.788
H -2.76784 -0.22260 -0.18431 0.526
```

Summary:
- total charge = 0
- energy relative to the best compared isomer or geometry (same formula, charge and spin) (kcal per mole) = 66.9